No. 1
{"formula": "C2HN4S", "method": "wB97M-V/def2-TZVPD", "gap_ev": [7.59, 6.90], "charge": -1, "homo_ha": [-0.183, -0.172], "symbols": ["C", "C", "N", "N", "N", "N", "S", "H"], "xyz": [[0.3738, -0.2000, 0.2382], [-2.0009, 1.0779, 0.0585], [1.0514, -0.8885, 1.1899], [1.1220, -0.1071, -0.8927], [2.1602, -1.1806, 0.6045], [2.1842, -0.7809, -0.6040], [-3.2958, 0.1737, -0.2516], [-1.5949, 1.9055, -0.3428]], "forces_ev_per_a": [[1.54, -0.36, -0.32], [-1.99, -4.97, 0.84], [-3.16, 1.55, 0.74], [-3.41, 1.19, 0.00], [2.00, -2.11, 1.37], [2.15, 0.26, -1.78], [1.67, 1.47, 0.49], [1.20, 2.95, -1.35]], "mulliken_charge": [0.29, -0.16, -0.31, -0.28, -0.34, -0.35, -0.19, 0.34]}

No. 2
{"formula": "C2HN5O", "method": "wB97M-V/def2-TZVPD", "gap_ev": 7.57, "smiles": "O=c1ncnnnn1", "homo_ha": -0.350, "symbols": ["C", "C", "H", "N", "N", "N", "N", "N", "O"], "xyz": [[-1.2269, 0.0916, -0.0115], [0.7500, 1.3569, -0.2726], [1.2106, 2.2528, -0.3614], [-0.5072, 1.2500, -0.5114], [1.6174, 0.5130, 0.4614], [1.5274, -0.7450, 0.5684], [0.6450, -1.3921, -0.4223], [-0.5518, -1.1783, -0.5770], [-2.1831, -0.0097, 0.6790]], "forces_ev_per_a": [[2.32, -1.34, 0.11], [-2.25, -3.13, 0.98], [1.32, 2.83, -1.24], [-0.67, -0.45, 0.87], [0.09, -1.73, 0.99], [-1.31, 2.28, -1.49], [-0.11, -0.94, 0.69], [0.20, 1.63, -0.28], [0.42, 0.87, -0.63]], "mulliken_charge": [0.52, 0.15, 0.44, -0.37, -0.15, -0.05, -0.06, -0.06, -0.41]}

No. 3
{"formula": "C2HN5O", "method": "wB97M-V/def2-TZVPD", "gap_ev": 7.23, "smiles": "O=c1nncnnn1", "homo_ha": -0.358, "symbols": ["C", "C", "H", "N", "N", "N", "N", "N", "O"], "xyz": [[-0.6457, -0.5075, 1.1451], [0.2528, 0.9211, -0.8713], [-0.0232, 1.8721, -1.2363], [-1.1810, -0.4872, -0.2560], [-0.6820, -0.0234, -1.3975], [1.3043, 0.6829, -0.3438], [1.4431, -0.8377, -0.1125], [0.6617, -1.1954, 0.8123], [-1.1300, -0.4248, 2.2599]], "forces_ev_per_a": [[1.55, 0.38, 0.12], [-3.43, 1.45, -4.89], [-0.03, 1.66, 0.17], [-1.36, -0.62, -2.73], [-1.49, -0.79, 6.78], [4.30, -3.54, 2.32], [-1.49, 2.21, 3.47], [0.93, -0.80, -1.27], [1.01, 0.05, -3.97]], "mulliken_charge": [0.54, 0.06, 0.42, -0.06, -0.19, -0.19, -0.10, -0.05, -0.43]}

No. 4
{"formula": "C2HNO", "method": "wB97M-V/def2-TZVPD", "gap_ev": 13.73, "homo_ha": -0.473, "symbols": ["C", "C", "N", "O", "H"], "xyz": [[1.5828, 0.2315, -0.0355], [-1.8232, 0.0661, -0.1244], [2.3268, -0.5871, -0.1477], [-2.7977, -0.4958, -0.0659], [0.7114, 0.7853, 0.3735]], "forces_ev_per_a": [[-4.77, 3.63, 1.96], [-0.45, -0.23, 0.08], [3.59, -3.35, -0.98], [0.39, 0.23, -0.06], [1.24, -0.27, -1.00]], "mulliken_charge": [0.12, 0.10, -0.31, -0.12, 0.20]}

No. 5
{"formula": "C2HNO", "method": "wB97M-V/def2-TZVPD", "gap_ev": 13.88, "homo_ha": -0.472, "symbols": ["C", "C", "N", "O", "H"], "xyz": [[1.4388, 0.1735, 0.0182], [-2.5969, -0.0342, -0.0368], [0.8039, 1.0511, 0.3168], [-1.6830, -0.6511, -0.0358], [2.0373, -0.5393, -0.2624]], "forces_ev_per_a": [[-1.22, 1.64, 0.60], [-2.44, 1.66, 0.00], [-1.58, 2.08, 0.77], [2.35, -1.71, -0.01], [2.88, -3.67, -1.36]], "mulliken_charge": [0.02, 0.06, -0.31, -0.07, 0.31]}

No. 6
{"formula": "C2HNO2", "method": "wB97M-V/def2-TZVPD", "gap_ev": 12.03, "homo_ha": -0.410, "symbols": ["C", "C", "N", "O", "O", "H"], "xyz": [[0.7915, 0.6308, -0.2787], [-1.2953, -0.1892, 0.7549], [1.1582, -0.4093, 0.2317], [0.5582, 1.6528, -0.8129], [-1.8364, -0.4477, -0.1789], [0.6237, -1.2374, 0.2838]], "forces_ev_per_a": [[0.56, 0.49, -1.14], [-0.40, 0.57, 2.36], [0.93, 1.42, -0.40], [0.25, -1.21, 1.04], [-1.12, -0.58, -1.91], [-0.23, -0.70, 0.05]], "mulliken_charge": [0.72, 0.01, -0.52, -0.42, -0.12, 0.32]}

No. 7
{"formula": "C2HNO2S2", "method": "wB97M-V/def2-TZVPD", "gap_ev": 7.05, "homo_ha": -0.366, "symbols": ["C", "C", "N", "O", "O", "S", "S", "H"], "xyz": [[0.4764, -0.0603, 0.3219], [-0.0712, -1.3141, -0.0006], [0.0681, 1.1872, 0.1332], [0.7055, 2.1477, 0.4892], [0.1786, -2.4436, 0.3669], [-1.4661, -1.1019, -1.0868], [-1.3672, 1.5089, -0.8861], [1.4758, 0.0761, 0.6622]], "forces_ev_per_a": [[2.13, 1.63, 0.95], [-1.75, -0.59, -0.24], [-1.40, -1.82, -1.68], [0.33, 1.49, 0.43], [0.42, 0.98, -0.37], [-0.71, 2.74, -0.28], [0.30, -3.56, 0.34], [0.68, -0.87, 0.84]], "mulliken_charge": [-0.03, 0.31, 0.45, -0.57, -0.50, -0.09, 0.01, 0.41]}

No. 8
{"formula": "C2HNO3", "method": "wB97M-V/def2-TZVPD", "gap_ev": [7.36, 7.77], "homo_ha": [-0.300, -0.319], "symbols": ["C", "C", "N", "O", "O", "O", "H"], "xyz": [[0.6972, 0.2640, -0.0694], [0.6733, -0.2747, -1.4147], [1.2588, -2.1560, -0.6573], [1.4994, 0.9209, 0.5370], [0.2621, -0.3866, -2.5002], [0.9609, -2.9281, -1.4719], [-0.2445, -0.1675, 0.1615]], "forces_ev_per_a": [[0.37, 1.10, -2.09], [1.01, -0.97, -0.53], [-0.25, -0.88, -0.92], [-0.04, -0.45, 0.29], [0.11, 0.25, 0.32], [0.26, 1.33, 0.81], [-1.46, -0.38, 2.13]], "mulliken_charge": [0.13, 0.47, 0.13, -0.47, -0.35, -0.20, 0.30]}

No. 9
{"formula": "C2HNO5S", "method": "wB97M-V/def2-TZVPD", "gap_ev": 7.13, "charge": -2, "homo_ha": -0.018, "symbols": ["C", "C", "N", "O", "O", "O", "O", "O", "S", "H"], "xyz": [[-0.7578, -1.1567, 0.5469], [-1.8157, -0.2171, -0.1551], [-0.6496, -2.1224, 1.2218], [-2.5884, 0.1052, 0.7524], [2.2168, 1.2956, 1.2393], [-1.9259, -0.1954, -1.3649], [0.4321, 1.6764, -0.4411], [1.9948, -0.3181, -0.6797], [1.0776, 0.7055, 0.4186], [2.0161, 0.2271, -1.5382]], "forces_ev_per_a": [[-0.92, -2.90, 1.40], [-0.79, -1.24, 0.90], [0.43, 2.00, -1.63], [-0.39, 1.08, 0.33], [-1.20, -0.37, -0.98], [0.54, 0.14, -1.05], [-0.08, 1.01, -1.13], [-0.16, 1.54, -1.87], [2.71, -0.18, 2.27], [-0.15, -1.08, 1.77]], "mulliken_charge": [0.44, 0.61, -0.77, -0.66, -0.68, -0.66, -0.58, -0.49, 0.52, 0.26]}

No. 10
{"formula": "C2HNOS", "method": "wB97M-V/def2-TZVPD", "gap_ev": 10.16, "smiles": "N#CC(=O)S", "homo_ha": -0.407, "symbols": ["C", "C", "H", "N", "O", "S"], "xyz": [[0.0671, -0.1967, -0.3287], [-0.8776, 0.8860, -0.4852], [1.1077, -1.4518, 1.0204], [-1.2045, 1.9833, -0.3428], [0.4647, -0.9156, -1.2824], [0.4427, -0.3052, 1.4186]], "forces_ev_per_a": [[0.65, -2.65, -2.62], [0.35, 1.56, 0.02], [-0.15, 0.62, 0.96], [-0.52, -0.47, -0.35], [-1.14, 2.47, 3.72], [0.81, -1.54, -1.73]], "mulliken_charge": [0.53, 0.24, 0.19, -0.31, -0.48, -0.16]}

No. 11
{"formula": "C2HO2S2", "method": "wB97M-V/def2-TZVPD", "gap_ev": 7.82, "smiles": "O=C([O-])C(=S)S", "charge": -1, "homo_ha": -0.168, "symbols": ["C", "C", "O", "O", "S", "S", "H"], "xyz": [[-2.3034, -1.2333, -0.2149], [-2.2028, 0.2812, -0.2815], [-2.2977, -1.6607, 0.9375], [-2.4772, -1.7894, -1.2721], [-3.3302, 1.3567, -0.1620], [-0.3407, 1.0099, 0.4352], [0.6397, 0.1551, 0.5454]], "forces_ev_per_a": [[-0.18, 0.09, 0.70], [2.57, -0.04, 2.18], [0.29, 0.12, 0.86], [-0.11, -0.98, -2.30], [-0.67, 0.98, -0.49], [-2.24, 1.18, -0.75], [0.35, -1.34, -0.20]], "mulliken_charge": [0.45, 0.36, -0.62, -0.64, -0.30, -0.34, 0.09]}

No. 12
{"formula": "C2HO2S2", "method": "wB97M-V/def2-TZVPD", "gap_ev": [5.47, 6.21], "charge": -1, "homo_ha": [-0.165, -0.176], "symbols": ["C", "C", "O", "O", "S", "S", "H"], "xyz": [[1.3975, 0.5985, 0.0223], [0.3030, -0.4788, 0.2230], [1.5322, 0.3085, -1.1830], [1.8084, 1.3990, 0.8377], [-1.3247, 0.0646, 0.0847], [-4.3675, -0.3477, 0.0479], [0.6510, -1.5441, -0.0325]], "forces_ev_per_a": [[-0.90, -0.83, 0.89], [-1.62, -0.34, -1.39], [0.80, 0.47, -0.56], [0.31, 0.05, -0.37], [1.62, -0.75, 0.62], [0.59, -0.12, -0.02], [-0.80, 1.52, 0.83]], "mulliken_charge": [0.62, -0.17, -0.55, -0.64, -0.20, -0.31, 0.25]}

No. 13
{"formula": "C2HO3S", "method": "wB97M-V/def2-TZVPD", "gap_ev": 8.43, "charge": -1, "homo_ha": -0.168, "symbols": ["C", "C", "O", "O", "O", "S", "H"], "xyz": [[-0.0695, -0.0733, 0.4605], [-0.5217, -0.2276, -1.4823], [-1.6088, 0.2481, -1.6107], [0.3740, -0.7539, -2.0675], [1.3709, 0.5866, 2.5278], [1.3778, 0.3450, 1.0419], [-0.9228, -0.1250, 1.1302]], "forces_ev_per_a": [[0.78, 0.20, -1.49], [0.66, 0.04, 1.70], [-0.88, 0.39, -0.02], [0.66, -0.39, -0.52], [0.54, 0.07, -0.18], [-1.82, -0.36, 0.27], [0.06, 0.05, 0.25]], "mulliken_charge": [-0.45, 0.66, -0.55, -0.54, -0.61, 0.20, 0.30]}

No. 14
{"formula": "C2HO3S2", "method": "wB97M-V/def2-TZVPD", "gap_ev": 6.91, "charge": -1, "homo_ha": -0.138, "symbols": ["C", "C", "O", "O", "O", "S", "S", "H"], "xyz": [[-0.0567, 0.4362, -0.8159], [1.3590, -0.2805, -1.8746], [1.7809, -0.6043, -2.9364], [-2.6875, -0.0629, -0.0202], [-1.6885, -1.5982, -1.7690], [1.5054, -0.4507, -0.2538], [-1.8361, -0.1846, -1.2733], [0.2400, 1.4592, -0.6391]], "forces_ev_per_a": [[2.48, -1.55, -2.18], [-2.44, 0.69, 0.56], [-0.16, 0.56, -0.02], [1.50, -0.31, -1.21], [0.40, 1.32, 0.95], [0.31, -0.90, 1.73], [-1.24, -0.31, 0.39], [-0.85, 0.51, -0.21]], "mulliken_charge": [-0.46, 0.46, -0.46, -0.64, -0.60, -0.19, 0.49, 0.40]}

No. 15
{"formula": "C2HO4", "method": "wB97M-V/def2-TZVPD", "gap_ev": 9.63, "smiles": "O=COC(=O)[O-]", "charge": -1, "homo_ha": -0.197, "symbols": ["C", "C", "O", "O", "O", "O", "H"], "xyz": [[1.2101, -0.4140, 0.1554], [-1.3793, 0.4446, -0.2144], [-1.5567, 0.4743, 0.9545], [0.1139, -0.4146, -0.5593], [-1.8305, 0.7490, -1.2962], [2.0594, -1.2380, -0.0289], [1.3830, 0.3987, 0.9889]], "forces_ev_per_a": [[-1.81, 1.27, 0.32], [0.23, 0.29, -2.10], [-0.13, 0.03, 1.31], [0.19, 0.68, 0.63], [0.39, -0.32, 0.95], [1.86, -0.97, 0.17], [-0.73, -0.97, -1.28]], "mulliken_charge": [0.25, 0.68, -0.54, -0.46, -0.57, -0.57, 0.22]}

No. 16
{"formula": "C2I3NO3", "method": "wB97M-V/def2-TZVPD", "gap_ev": 7.57, "homo_ha": -0.339, "symbols": ["C", "C", "N", "O", "O", "O", "I", "I", "I"], "xyz": [[0.1086, 0.4840, -0.1899], [1.4128, 0.8048, 0.0034], [-0.3521, -0.8754, 0.0322], [-1.5687, -0.9440, -0.0469], [0.3980, -1.7835, 0.3694], [-0.7581, 1.4189, -0.4376], [1.9381, 2.8095, -0.1501], [2.9887, -0.4271, 0.4771], [-2.4825, 1.7060, 0.4891]], "forces_ev_per_a": [[2.73, -0.11, 1.30], [-0.37, -0.03, -0.08], [-0.71, -0.50, 0.46], [0.10, -0.97, -0.18], [-0.76, 0.82, -0.55], [-0.87, 0.51, -1.26], [-0.09, 0.01, -0.01], [0.29, -0.04, -0.09], [-0.33, 0.30, 0.42]], "mulliken_charge": [0.67, -0.59, 1.00, -0.59, -0.57, -0.61, 0.16, 0.22, 0.31]}

No. 17
{"formula": "C2LiO4Tl", "method": "wB97M-V/def2-TZVPD", "gap_ev": [10.40, 6.76], "charge": 1, "homo_ha": [-0.557, -0.557], "multiplicity": 2, "symbols": ["O", "C", "O", "Li", "Tl", "O", "O", "C"], "xyz": [[1.0855, -1.3280, 0.0453], [-0.0315, -0.7761, -0.1346], [-1.1413, -1.3334, -0.1779], [-2.4792, -0.0184, 0.2302], [2.6094, -0.0133, 0.0657], [-1.1281, 1.3502, 0.0589], [1.1111, 1.3277, -0.0192], [-0.0260, 0.7911, -0.0685]], "forces_ev_per_a": [[-0.84, -2.82, -0.26], [-2.83, 0.14, 0.47], [1.38, 0.67, -0.02], [0.07, 0.04, -0.20], [4.35, -0.03, 0.13], [1.35, -0.71, -0.30], [-0.85, 2.88, -0.20], [-2.65, -0.17, 0.39]], "mulliken_spin": [0.13, 0.00, 0.01, 0.00, 0.74, 0.01, 0.13, 0.00]}

No. 18
{"formula": "C2N2S2", "method": "wB97M-V/def2-TZVPD", "gap_ev": [6.28, 6.28], "homo_ha": [-0.323, -0.323], "symbols": ["C", "C", "N", "N", "S", "S"], "xyz": [[-1.2582, 0.2764, -0.0409], [2.0009, -0.3663, 0.0598], [-1.9790, 1.1453, -0.2419], [-0.5638, -0.6846, 0.3328], [0.7947, -1.5144, -0.1961], [2.8846, 0.8831, 0.0415]], "forces_ev_per_a": [[-0.17, 1.58, -1.27], [-0.81, -0.51, -1.03], [-1.38, 1.79, -0.57], [3.41, -5.19, 1.55], [-0.72, 2.86, 0.96], [-0.34, -0.53, 0.35]], "mulliken_charge": [0.46, 0.46, -0.48, -0.47, 0.15, -0.13]}

No. 19
{"formula": "C2N2S3", "method": "wB97M-V/def2-TZVPD", "gap_ev": [6.25, 6.26], "homo_ha": [-0.306, -0.308], "symbols": ["C", "C", "N", "N", "S", "S", "S"], "xyz": [[1.2751, 0.0357, -0.0059], [-1.1087, -0.6426, -0.0282], [0.8645, 1.1897, -0.0150], [-0.2282, 1.8068, -0.0434], [2.3403, -1.1194, 0.0405], [-1.4968, -2.1704, -0.0227], [-1.6462, 0.9002, 0.0746]], "forces_ev_per_a": [[0.99, -1.09, 0.09], [-0.39, -0.66, 0.13], [0.21, 0.27, -0.16], [-0.39, 1.63, 0.09], [-0.31, -0.03, -0.02], [0.20, 0.62, -0.03], [-0.32, -0.75, -0.10]], "mulliken_charge": [0.51, 0.10, 0.07, -0.43, -0.23, -0.14, 0.12]}

No. 20
{"formula": "C2N2S3", "method": "wB97M-V/def2-TZVPD", "gap_ev": [5.91, 5.93], "smiles": "S=C1N=NSC1=S", "homo_ha": [-0.350, -0.350], "symbols": ["C", "C", "N", "N", "S", "S", "S"], "xyz": [[0.6441, 0.3377, 0.0910], [-0.1678, -0.7963, -0.0043], [-0.0525, 1.5097, -0.0087], [-1.3137, 1.3435, -0.0430], [2.4226, 0.2787, -0.0214], [0.2588, -2.4158, -0.0116], [-1.7915, -0.2575, -0.0021]], "forces_ev_per_a": [[6.11, 0.55, -1.22], [-0.64, -4.21, 0.56], [-1.25, 1.24, 0.37], [0.97, 0.78, 0.01], [-4.27, 0.36, 0.50], [-0.39, 1.61, -0.04], [-0.54, -0.35, -0.19]], "mulliken_charge": [0.09, 0.31, -0.23, -0.14, -0.05, -0.11, 0.12]}

Looking at molecular weight for the records above, in order, we have 113.1; 111.1; 111.1; 55.0; 55.0; 71.0; 135.2; 87.0; 151.1; 87.1; 121.2; 121.2; 105.1; 137.2; 89.0; 466.7; 299.3; 116.2; 148.2; 148.2 g mol⁻¹.
Looking at E_tot for the records above, in order, we have -693.85116; -425.66387; -425.59506; -206.76447; -206.76208; -282.02929; -1078.27042; -357.11243; -905.94947; -604.94700; -1023.68873; -1023.59924; -700.73638; -1098.85996; -377.86840; -1249.58399; -556.96308; -981.95613; -1380.12956; -1380.17534 a.u..
Looking at energy relative to the best compared isomer or geometry (same formula, charge and spin) for the records above, in order, we have 116.4; 71.6; 114.8; 5.4; 6.9; 16.2; 87.5; 113.1; 30.6; 25.1; 22.9; 79.1; 40.0; 82.3; 1.1; 71.9; 14.3; 63.2; 60.9; 32.2 kcal per mole.